[1]
Density functional theory data (wB97M-V/def2-TZVPD) for a structure of composition C66H138F9N8O9S2V.

Properties
- total charge = -1
- E_HOMO (eV) = -5.6
- 2S+1 = 2
- Kohn-Sham gap (eV) = 7.7
- <S²> = 0.7642

Last column: Löwdin spin population.
Cartesian coordinates (Å):
O: -1.65 2.38 2.36  -0.133
V: -0.22 2.89 2.06  1.086
C: 0.03 -1.02 -0.12  0.001
F: 1.30 -0.77 -0.12  0.000
F: -0.17 -1.90 -1.10  0.000
F: -0.42 -1.61 1.01  0.000
S: -0.84 0.54 -0.34  0.003
O: -2.18 0.34 0.06  0.000
O: -0.09 1.46 0.51  0.015
O: -0.73 0.82 -1.77  0.001
C: -0.79 4.05 5.93  0.001
F: -1.42 2.86 5.77  0.000
F: -1.40 4.67 6.95  0.000
F: 0.51 3.77 6.25  0.000
S: -0.93 5.05 4.47  0.003
O: -2.30 4.96 4.03  0.000
O: -0.45 6.34 4.84  0.000
O: -0.04 4.42 3.52  0.011
C: 1.97 1.92 2.88  0.000
O: 0.74 1.68 3.55  0.009
O: 1.76 2.96 2.09  0.001
C: 2.99 2.37 3.98  0.000
F: 3.13 1.34 4.88  0.000
F: 4.19 2.63 3.43  0.000
F: 2.60 3.40 4.65  0.000
C: 0.53 0.31 4.00  0.001
C: -0.97 -0.02 4.04  0.000
H: -1.34 -0.09 3.02  0.000
H: -0.99 -0.97 4.59  0.000
H: -1.46 0.74 4.64  0.000
H: 1.00 0.19 4.96  0.000
H: 1.02 -0.36 3.29  0.000
H: 2.29 0.97 2.26  0.000
C: -6.96 2.93 5.97  0.000
C: -7.05 2.08 4.73  0.000
N: -5.83 1.94 3.89  0.000
C: -5.04 3.08 3.58  0.000
C: -5.63 4.11 2.56  0.000
C: -5.93 0.91 2.94  0.000
C: -4.59 0.26 2.52  0.000
H: -6.74 4.01 5.91  0.000
H: -6.17 2.55 6.63  0.000
H: -7.86 2.79 6.57  0.000
H: -7.27 1.04 4.99  0.000
H: -7.89 2.58 4.16  0.000
H: -4.84 3.64 4.49  0.000
H: -3.97 2.74 3.33  0.000
H: -6.59 4.52 2.86  0.000
H: -4.98 4.95 2.46  0.000
H: -5.71 3.63 1.57  0.000
H: -6.48 1.25 2.00  0.000
H: -6.60 0.22 3.41  0.000
H: -4.75 -0.55 1.79  0.000
H: -3.98 -0.13 3.37  0.000
H: -4.00 0.96 1.93  0.000
C: -2.85 -3.24 2.86  0.000
C: -2.51 -4.69 3.39  0.000
N: -1.19 -5.03 3.88  0.000
C: -0.90 -4.32 5.08  0.000
C: 0.37 -4.73 5.78  0.000
C: -0.13 -4.73 2.89  0.000
C: -0.34 -5.41 1.61  0.000
H: -2.48 -2.40 3.49  0.000
H: -3.93 -3.09 2.86  0.000
H: -2.47 -3.17 1.84  0.000
H: -3.16 -4.88 4.23  0.000
H: -2.75 -5.47 2.61  0.000
H: -0.88 -3.23 4.89  0.000
H: -1.75 -4.48 5.76  0.000
H: 0.34 -5.78 6.06  0.000
H: 1.29 -4.48 5.31  0.000
H: 0.42 -4.06 6.71  0.000
H: 0.81 -4.97 3.38  0.000
H: -0.05 -3.61 2.65  0.000
H: -1.11 -4.87 1.08  0.000
H: -0.57 -6.49 1.64  0.000
H: 0.62 -5.37 0.96  0.000
C: -5.54 0.72 -5.19  0.000
C: -4.59 1.17 -6.31  0.000
N: -3.32 0.44 -6.40  0.000
C: -2.36 1.00 -5.40  0.000
C: -0.95 0.31 -5.33  0.000
C: -2.69 0.35 -7.70  0.000
C: -2.15 1.70 -8.16  0.000
H: -5.91 -0.29 -5.40  0.000
H: -6.47 1.32 -5.20  0.000
H: -5.21 0.77 -4.15  0.000
H: -5.19 1.04 -7.22  0.000
H: -4.45 2.26 -6.03  0.000
H: -2.33 2.10 -5.40  0.000
H: -2.78 0.70 -4.42  0.000
H: -0.39 0.88 -4.56  0.000
H: -1.12 -0.75 -5.03  0.000
H: -0.42 0.32 -6.30  0.000
H: -3.42 -0.04 -8.37  0.000
H: -1.92 -0.37 -7.52  0.000
H: -1.63 1.63 -9.13  0.000
H: -1.38 2.11 -7.51  0.000
H: -2.95 2.44 -8.29  0.000
C: 3.88 -2.95 2.19  0.000
C: 3.93 -1.99 3.37  0.000
N: 5.28 -1.72 3.82  0.000
C: 5.38 -1.42 5.21  0.000
C: 5.30 -2.63 6.07  0.000
C: 5.93 -0.68 3.00  0.000
C: 7.45 -0.60 3.16  0.000
H: 2.84 -3.13 1.98  0.000
H: 4.41 -3.91 2.36  0.000
H: 4.32 -2.42 1.33  0.000
H: 3.33 -1.05 3.08  0.000
H: 3.34 -2.48 4.12  0.000
H: 6.40 -1.01 5.33  0.000
H: 4.63 -0.69 5.55  0.000
H: 6.17 -3.20 6.21  0.000
H: 4.97 -2.33 7.09  0.000
H: 4.52 -3.25 5.69  0.000
H: 5.44 0.27 3.21  0.000
H: 5.74 -0.89 1.95  0.000
H: 7.88 -0.11 2.28  0.000
H: 7.84 -1.61 3.31  0.000
H: 7.62 0.02 4.00  0.000
C: 4.80 5.01 -2.51  0.000
C: 5.03 3.78 -1.63  0.000
N: 3.97 2.78 -1.68  0.000
C: 3.98 1.97 -2.88  0.000
C: 2.75 1.03 -2.88  0.000
C: 3.71 2.07 -0.43  0.000
C: 4.86 1.06 0.08  0.000
H: 3.83 5.52 -2.39  0.000
H: 4.76 4.82 -3.60  0.000
H: 5.57 5.80 -2.36  0.000
H: 5.96 3.37 -1.95  0.000
H: 5.15 4.03 -0.60  0.000
H: 3.74 2.66 -3.65  0.000
H: 5.01 1.53 -3.06  0.000
H: 2.77 0.58 -3.89  0.000
H: 2.80 0.20 -2.17  0.000
H: 1.85 1.61 -2.66  0.000
H: 2.76 1.61 -0.58  0.000
H: 3.69 2.90 0.33  0.000
H: 4.62 0.67 1.06  0.000
H: 5.74 1.69 0.09  0.000
H: 5.04 0.22 -0.60  0.000
C: 4.75 -6.56 -3.88  0.000
C: 4.18 -5.16 -3.81  0.000
N: 2.82 -4.98 -3.14  0.000
C: 1.79 -5.47 -4.08  0.000
C: 0.37 -5.67 -3.43  0.000
C: 2.61 -3.65 -2.68  0.000
C: 3.02 -3.42 -1.24  0.000
H: 5.72 -6.58 -4.38  0.000
H: 4.11 -7.26 -4.43  0.000
H: 4.85 -7.05 -2.89  0.000
H: 4.85 -4.57 -3.20  0.000
H: 4.18 -4.65 -4.81  0.000
H: 1.59 -4.80 -4.98  0.000
H: 2.03 -6.46 -4.46  0.000
H: 0.03 -4.84 -2.82  0.000
H: -0.43 -5.84 -4.18  0.000
H: 0.36 -6.51 -2.74  0.000
H: 1.58 -3.35 -2.81  0.000
H: 3.19 -2.98 -3.34  0.000
H: 2.40 -3.95 -0.50  0.000
H: 3.01 -2.42 -0.95  0.000
H: 4.07 -3.79 -1.09  0.000
C: 1.08 4.90 -1.87  0.000
C: 0.75 4.01 -0.61  0.001
N: -0.17 4.49 0.50  -0.003
C: 0.15 5.88 0.99  0.001
C: 1.60 6.13 1.54  0.000
C: -1.50 4.48 -0.17  0.001
C: -2.63 5.15 0.60  0.001
H: 1.33 5.95 -1.57  0.000
H: 0.19 4.97 -2.52  0.000
H: 1.91 4.38 -2.36  0.000
H: 0.31 3.10 -1.02  0.000
H: 1.69 3.68 -0.18  0.000
H: 0.03 6.56 0.11  0.000
H: -0.56 6.21 1.78  0.000
H: 1.76 7.18 1.79  0.000
H: 1.79 5.50 2.39  0.000
H: 2.33 5.92 0.78  0.000
H: -1.69 3.42 -0.43  0.000
H: -1.48 4.95 -1.14  0.000
H: -2.54 4.96 1.67  0.000
H: -3.59 4.71 0.22  0.000
H: -2.64 6.20 0.33  0.000
C: -5.89 -1.72 -2.31  0.000
C: -4.41 -1.41 -2.44  0.000
N: -3.69 -2.66 -2.37  0.000
C: -2.56 -2.70 -3.34  0.000
C: -3.05 -2.79 -4.75  0.000
C: -3.30 -3.07 -1.03  0.000
C: -3.28 -4.63 -0.90  0.000
H: -6.04 -2.50 -3.02  0.000
H: -6.50 -0.85 -2.59  0.000
H: -6.08 -2.04 -1.29  0.000
H: -4.27 -1.03 -3.45  0.000
H: -4.04 -0.60 -1.76  0.000
H: -1.88 -1.87 -3.20  0.000
H: -1.92 -3.55 -3.04  0.000
H: -3.43 -3.77 -5.04  0.000
H: -3.84 -2.08 -5.02  0.000
H: -2.14 -2.52 -5.31  0.000
H: -4.02 -2.72 -0.27  0.000
H: -2.29 -2.67 -0.78  0.000
H: -2.49 -5.09 -1.39  0.000
H: -4.26 -4.96 -1.27  0.000
H: -3.16 -4.93 0.19  0.000
C: 9.12 -1.55 -1.84  0.000
C: 8.55 -2.66 -1.32  0.000
C: 7.17 -2.93 -1.43  0.000
C: 6.39 -2.01 -2.13  0.000
C: 6.95 -0.81 -2.59  0.000
C: 8.31 -0.61 -2.51  0.000
H: 10.17 -1.46 -1.75  0.000
H: 9.21 -3.30 -0.70  0.000
H: 6.75 -3.87 -1.04  0.000
H: 5.36 -2.23 -2.37  0.000
H: 6.38 -0.08 -3.18  0.000
H: 8.75 0.31 -2.96  0.000
C: -6.25 2.07 -0.99  0.000
C: -6.83 3.00 -1.80  0.000
C: -6.01 3.81 -2.63  0.000
C: -4.61 3.60 -2.67  0.000
C: -4.09 2.64 -1.75  0.000
C: -4.88 1.91 -0.93  0.000
H: -6.84 1.46 -0.31  0.000
H: -7.91 3.19 -1.77  0.000
H: -6.38 4.68 -3.22  0.000
H: -3.96 4.24 -3.25  0.000
H: -3.01 2.52 -1.74  0.000
H: -4.47 1.16 -0.29  0.000

[2]
Density functional theory data (wB97M-V/def2-TZVPD) for a cluster of 10 separate species, C66H144F6N8O6S2 in total.

Properties
- total charge = +6
- E_HOMO (eV) = -11.5
- 2S+1 = 1
- Kohn-Sham gap (eV) = 3.8

Last column: Mulliken charge in e.
Cartesian coordinates (Å):
C: -0.80 7.06 -21.75  -1.324
C: 0.57 7.58 -21.20  -0.294
C: 0.51 8.63 -20.13  -0.687
N: 1.89 9.12 -19.60  0.138
C: 2.73 9.65 -20.77  -0.890
C: 1.66 10.10 -18.42  -0.595
C: 2.96 10.14 -17.70  -0.651
C: 3.46 8.68 -17.70  -0.602
C: 2.60 7.99 -18.79  -0.648
H: -1.38 7.88 -22.17  0.363
H: -1.31 6.44 -21.01  0.353
H: -0.50 6.43 -22.59  0.371
H: 1.19 7.95 -22.01  0.355
H: 1.06 6.68 -20.83  0.284
H: -0.01 8.27 -19.25  0.337
H: -0.04 9.48 -20.52  0.408
H: 2.16 10.29 -21.44  0.309
H: 3.02 8.73 -21.29  0.395
H: 3.63 10.19 -20.46  0.353
H: 1.46 11.05 -18.91  0.434
H: 0.86 9.76 -17.77  0.424
H: 3.64 10.70 -18.35  0.252
H: 3.12 10.65 -16.75  0.430
H: 4.55 8.60 -17.78  0.329
H: 3.36 8.25 -16.71  0.353
H: 3.03 7.26 -19.47  0.438
H: 1.86 7.38 -18.28  0.365
C: 1.64 0.82 -38.32  -1.254
C: 1.64 1.38 -39.74  -0.352
C: 2.08 0.34 -40.74  -0.780
N: 2.20 0.84 -42.22  0.103
C: 0.78 0.86 -42.88  -0.910
C: 3.12 -0.17 -43.03  -0.533
C: 3.78 0.76 -44.16  -0.587
C: 3.60 2.16 -43.75  -0.717
C: 3.05 2.15 -42.35  -0.688
H: 2.52 0.48 -37.77  0.341
H: 0.99 -0.05 -38.29  0.335
H: 1.16 1.66 -37.81  0.348
H: 2.18 2.31 -39.93  0.391
H: 0.66 1.76 -40.01  0.355
H: 1.45 -0.55 -40.73  0.466
H: 3.11 0.04 -40.54  0.315
H: 0.08 1.64 -42.56  0.294
H: 0.27 -0.10 -42.86  0.349
H: 1.05 1.09 -43.91  0.447
H: 2.56 -1.03 -43.39  0.396
H: 3.86 -0.51 -42.31  0.356
H: 3.29 0.70 -45.14  0.292
H: 4.83 0.50 -44.32  0.385
H: 2.99 2.82 -44.38  0.391
H: 4.53 2.70 -43.57  0.349
H: 2.44 2.99 -42.02  0.481
H: 3.84 2.09 -41.60  0.427
C: 6.97 -0.57 -29.31  -1.408
C: 6.52 0.46 -30.29  -0.102
C: 6.62 1.87 -29.67  -0.861
N: 6.12 3.01 -30.64  0.245
C: 6.76 2.89 -32.05  -1.085
C: 6.38 4.37 -30.01  -0.677
C: 5.16 4.81 -29.23  -0.370
C: 4.11 3.75 -29.38  -0.719
C: 4.57 3.03 -30.65  -0.682
H: 8.03 -0.43 -29.10  0.362
H: 6.75 -1.56 -29.70  0.378
H: 6.36 -0.42 -28.42  0.345
H: 5.46 0.28 -30.50  0.262
H: 7.09 0.47 -31.21  0.352
H: 7.65 2.12 -29.43  0.463
H: 6.08 2.01 -28.74  0.413
H: 6.41 3.62 -32.78  0.372
H: 6.33 1.94 -32.37  0.482
H: 7.85 2.84 -31.97  0.347
H: 6.61 5.13 -30.76  0.333
H: 7.29 4.33 -29.41  0.359
H: 4.79 5.72 -29.71  0.308
H: 5.50 4.99 -28.21  0.283
H: 3.10 4.16 -29.47  0.420
H: 4.01 3.00 -28.60  0.311
H: 4.32 3.53 -31.59  0.449
H: 4.15 2.04 -30.84  0.419
C: -4.74 7.23 -31.33  -1.458
C: -4.03 7.97 -32.47  -0.050
C: -5.03 8.51 -33.47  -0.788
N: -4.36 9.10 -34.77  0.057
C: -3.58 8.02 -35.59  -1.027
C: -5.39 9.69 -35.78  -0.416
C: -4.58 10.87 -36.36  -0.637
C: -3.22 11.02 -35.69  -0.710
C: -3.33 10.26 -34.40  -0.564
H: -5.38 6.44 -31.72  0.360
H: -5.29 7.87 -30.64  0.362
H: -4.13 6.62 -30.67  0.393
H: -3.40 7.16 -32.85  0.215
H: -3.40 8.81 -32.18  0.316
H: -5.74 9.21 -33.02  0.389
H: -5.72 7.76 -33.86  0.474
H: -4.09 7.05 -35.66  0.349
H: -2.73 7.76 -34.96  0.405
H: -3.25 8.37 -36.56  0.411
H: -5.71 8.92 -36.48  0.355
H: -6.12 9.98 -35.02  0.326
H: -4.58 10.72 -37.44  0.315
H: -5.10 11.82 -36.19  0.367
H: -2.43 10.62 -36.33  0.313
H: -3.10 12.07 -35.41  0.375
H: -2.43 9.82 -33.98  0.444
H: -3.84 10.88 -33.66  0.422
C: 4.04 -9.14 -27.72  -1.414
C: 3.01 -8.55 -28.67  -0.052
C: 1.78 -9.49 -28.73  -0.983
N: 0.49 -8.82 -29.30  0.175
C: 0.04 -7.76 -28.31  -0.936
C: -0.55 -9.96 -29.57  -0.680
C: -1.41 -9.46 -30.71  -0.546
C: -0.73 -8.29 -31.42  -0.629
C: 0.64 -8.26 -30.70  -0.690
H: 3.73 -9.39 -26.70  0.370
H: 4.89 -8.47 -27.58  0.372
H: 4.47 -10.04 -28.15  0.361
H: 3.36 -8.55 -29.70  0.309
H: 2.74 -7.54 -28.37  0.269
H: 1.57 -9.95 -27.77  0.526
H: 1.99 -10.35 -29.36  0.409
H: -0.08 -8.31 -27.38  0.361
H: -0.98 -7.45 -28.57  0.427
H: 0.71 -6.90 -28.31  0.355
H: -1.12 -10.30 -28.71  0.453
H: -0.03 -10.84 -29.95  0.336
H: -2.37 -9.11 -30.31  0.282
H: -1.58 -10.27 -31.42  0.371
H: -1.28 -7.36 -31.31  0.361
H: -0.67 -8.55 -32.48  0.305
H: 1.09 -7.27 -30.67  0.464
H: 1.42 -8.83 -31.20  0.423
C: -10.71 1.09 -21.11  -1.345
C: -11.32 0.84 -22.51  -0.214
C: -11.75 -0.65 -22.60  -0.957
N: -12.43 -1.15 -23.94  0.114
C: -11.29 -1.11 -24.98  -0.982
C: -13.12 -2.51 -23.76  -0.584
C: -14.30 -2.50 -24.82  -0.561
C: -14.34 -1.08 -25.42  -0.664
C: -13.63 -0.30 -24.35  -0.635
H: -11.46 0.76 -20.40  0.354
H: -10.64 2.08 -20.68  0.379
H: -9.83 0.46 -20.92  0.346
H: -10.55 1.06 -23.25  0.282
H: -12.12 1.54 -22.75  0.331
H: -12.56 -0.63 -21.87  0.405
H: -11.04 -1.30 -22.08  0.596
H: -11.58 -1.68 -25.85  0.414
H: -10.43 -1.52 -24.45  0.354
H: -11.16 -0.06 -25.24  0.357
H: -12.33 -3.20 -24.07  0.368
H: -13.46 -2.58 -22.73  0.379
H: -14.17 -3.28 -25.57  0.321
H: -15.21 -2.70 -24.26  0.329
H: -14.00 -1.03 -26.46  0.317
H: -15.34 -0.65 -25.40  0.373
H: -13.14 0.62 -24.66  0.500
H: -14.20 -0.12 -23.43  0.423
C: 0.80 -2.27 -17.04  -1.273
C: 0.94 -2.51 -18.57  -0.166
C: 2.39 -2.30 -18.98  -0.980
N: 2.79 -2.37 -20.48  0.181
C: 2.15 -1.13 -21.13  -0.947
C: 2.49 -3.71 -21.15  -0.530
C: 3.59 -4.67 -20.55  -0.697
C: 4.83 -3.84 -20.52  -0.505
C: 4.36 -2.39 -20.61  -0.580
H: -0.22 -2.50 -16.72  0.389
H: 1.08 -1.26 -16.72  0.336
H: 1.51 -2.96 -16.61  0.345
H: 0.27 -1.84 -19.12  0.287
H: 0.61 -3.50 -18.87  0.290
H: 2.94 -3.11 -18.51  0.443
H: 2.75 -1.35 -18.58  0.374
H: 1.07 -1.27 -21.07  0.356
H: 2.60 -1.10 -22.12  0.439
H: 2.40 -0.25 -20.55  0.329
H: 2.57 -3.55 -22.22  0.443
H: 1.54 -4.20 -20.91  0.350
H: 3.79 -5.58 -21.12  0.423
H: 3.30 -4.99 -19.55  0.310
H: 5.37 -4.05 -21.44  0.341
H: 5.57 -4.07 -19.75  0.318
H: 4.62 -2.06 -21.61  0.350
H: 4.77 -1.65 -19.92  0.375
C: -7.94 -5.91 -38.02  -1.390
C: -7.12 -4.71 -37.56  -0.081
C: -8.00 -3.42 -37.62  -1.059
N: -7.24 -2.05 -37.42  0.287
C: -6.02 -1.95 -38.41  -0.973
C: -6.88 -1.78 -35.98  -0.732
C: -6.91 -0.31 -35.81  -0.586
C: -8.04 0.18 -36.70  -0.592
C: -8.33 -0.95 -37.66  -0.614
H: -8.84 -6.09 -37.43  0.359
H: -7.35 -6.82 -38.18  0.376
H: -8.29 -5.79 -39.05  0.366
H: -6.28 -4.67 -38.25  0.293
H: -6.81 -4.73 -36.52  0.317
H: -8.81 -3.57 -36.91  0.412
H: -8.50 -3.15 -38.55  0.549
H: -5.82 -0.90 -38.59  0.364
H: -6.14 -2.56 -39.31  0.337
H: -5.19 -2.41 -37.88  0.394
H: -5.94 -2.30 -35.81  0.509
H: -7.58 -2.26 -35.30  0.392
H: -5.93 0.09 -36.06  0.285
H: -7.21 -0.10 -34.78  0.356
H: -7.84 1.09 -37.27  0.303
H: -8.88 0.40 -36.05  0.321
H: -8.20 -0.66 -38.70  0.409
H: -9.31 -1.43 -37.59  0.399
C: -3.12 -0.75 -27.56  0.610
F: -2.89 0.30 -26.84  -0.208
F: -2.98 -1.84 -26.78  -0.220
F: -4.34 -0.79 -28.10  -0.220
S: -1.81 -0.71 -28.95  1.072
O: -1.94 0.56 -29.67  -0.661
O: -0.51 -0.88 -28.23  -0.694
O: -2.05 -1.89 -29.81  -0.679
C: -6.22 -5.98 -20.36  0.583
F: -6.04 -4.70 -20.02  -0.232
F: -6.49 -6.10 -21.66  -0.232
F: -5.10 -6.61 -20.14  -0.220
S: -7.69 -6.63 -19.31  1.077
O: -8.94 -5.84 -19.56  -0.661
O: -7.91 -8.02 -19.65  -0.649
O: -7.27 -6.52 -17.90  -0.666

Question: Which formula does entry 1 have?
Answer: C66H138F9N8O9S2V